1.
ORCA calculation (ωB97M-V/def2-TZVPD) on a cluster of 2 separate species, C5H14 in total in a non-equilibrium geometry.

Structure (XYZ):
```
19
C5H14, DFT ωB97M-V/def2-TZVPD
C 0.66 -2.51 0.92
C 0.88 -1.10 1.64
C -0.66 -0.61 1.81
H 0.66 -3.40 1.65
H 1.61 -2.71 0.54
H -0.18 -2.45 0.20
H 1.42 -1.23 2.57
H 1.46 -0.41 0.92
H -1.42 -0.89 1.12
H -1.08 -1.01 2.74
H -0.76 0.40 1.95
C -0.09 1.88 -1.29
C -0.46 2.03 -2.77
H -0.72 1.12 -0.70
H 1.00 1.68 -1.18
H -0.55 2.76 -0.76
H -0.01 2.99 -3.05
H -1.52 2.32 -2.90
H -0.24 1.14 -3.40
```

HOMO-LUMO gap = 12.0 eV
ΔE to the lowest compared entry with this formula, charge and spin = 146.6 kJ/mol
HOMO level = -10.89 eV
SMILES = CCC.CC

natural (NBO) atomic charge list, values in e, 8 entries:
1 C -0.62
2 C -0.39
3 C -0.62
4 H 0.21
5 H 0.20
6 H 0.21
7 H 0.21
8 H 0.20

2.
ORCA calculation (ωB97M-V/def2-TZVPD) on a cluster of 2 separate species, C5H14 in total in a non-equilibrium geometry.

Structure (XYZ):
```
19
C5H14, DFT ωB97M-V/def2-TZVPD
C -0.05 0.71 -2.34
C -0.07 -0.62 -1.49
C -1.56 -1.01 -1.88
H 1.03 1.19 -2.42
H -0.68 1.45 -2.21
H -0.23 0.25 -3.34
H 0.71 -1.57 -1.84
H 0.09 -0.47 -0.44
H -2.17 -0.25 -1.43
H -1.64 -1.09 -2.95
H -1.71 -2.05 -1.40
C 1.04 0.27 2.06
C 0.54 0.67 3.43
H 1.28 1.13 1.39
H 1.86 -0.54 2.06
H 0.42 -0.37 1.49
H 0.48 -0.15 4.06
H -0.48 1.08 3.32
H 1.16 1.36 3.94
```

HOMO-LUMO gap = 11.6 eV
ΔE to the lowest compared entry with this formula, charge and spin = 198.5 kJ/mol
HOMO level = -10.57 eV
SMILES = CCC.CC

natural (NBO) atomic charge list, values in e, 8 entries:
1 C -0.60
2 C -0.37
3 C -0.61
4 H 0.19
5 H 0.20
6 H 0.20
7 H 0.19
8 H 0.20

3.
ORCA calculation (ωB97M-V/def2-TZVPD) on a cluster of 2 separate species, C5H14 in total in a non-equilibrium geometry.

Structure (XYZ):
```
19
C5H14, DFT ωB97M-V/def2-TZVPD
C -1.20 -1.97 -0.73
C 0.16 -1.38 -0.22
C 1.22 -1.59 -1.30
H -1.18 -2.51 -1.67
H -2.00 -1.23 -0.84
H -1.58 -2.64 0.03
H -0.10 -0.34 -0.10
H 0.40 -1.75 0.77
H 2.23 -1.49 -0.88
H 1.18 -2.62 -1.66
H 1.12 -0.90 -2.13
C 0.60 2.47 0.75
C -0.69 2.19 1.48
H 1.09 3.34 1.17
H 1.28 1.61 0.73
H 0.44 2.54 -0.34
H -1.29 1.53 0.85
H -1.22 3.11 1.71
H -0.48 1.64 2.39
```

HOMO-LUMO gap = 12.3 eV
ΔE to the lowest compared entry with this formula, charge and spin = 45.5 kJ/mol
HOMO level = -11.18 eV
SMILES = CCC.CC

natural (NBO) atomic charge list, values in e, 8 entries:
1 C -0.61
2 C -0.40
3 C -0.61
4 H 0.20
5 H 0.20
6 H 0.21
7 H 0.20
8 H 0.20

4.
ORCA calculation (ωB97M-V/def2-TZVPD) on a cluster of 3 separate species, C5H14BrO4S in total.

Structure (XYZ):
```
25
C5H14BrO4S, DFT ωB97M-V/def2-TZVPD
Br -10.29 21.27 -12.39
C -13.07 23.64 -9.32
C -12.24 23.88 -10.57
O -12.83 23.23 -11.68
H -12.60 24.07 -8.43
H -13.15 22.56 -9.16
H -14.08 24.04 -9.45
H -11.22 23.51 -10.42
H -12.16 24.95 -10.80
H -12.26 22.48 -11.91
O -11.71 19.01 -8.43
S -10.51 19.60 -7.93
O -10.26 19.62 -6.53
O -9.28 18.84 -8.55
C -9.35 18.60 -9.98
C -8.25 17.61 -10.33
C -10.28 21.22 -8.59
H -9.23 19.54 -10.52
H -10.33 18.22 -10.27
H -8.18 16.86 -9.54
H -7.28 18.10 -10.38
H -8.46 17.10 -11.26
H -10.74 21.27 -9.58
H -9.21 21.37 -8.65
H -10.76 21.91 -7.91
```

HOMO-LUMO gap = 8.0 eV
ΔE to the lowest compared entry with this formula, charge and spin = 0.0 kJ/mol
HOMO level = -4.76 eV
Charge = -1

natural (NBO) atomic charge list, values in e, 8 entries:
1 Br -0.93
2 C -0.63
3 C -0.06
4 O -0.77
5 H 0.19
6 H 0.21
7 H 0.20
8 H 0.18